The following is a DFT calculation (ωB97M-V/def2-TZVPD) of a cluster of 5 separate species, C22H22BF2N5O2 in total.

**HOMO-LUMO gap**: 0.285 Eh
**Spin multiplicity**: 1
**SMILES string**: BN(C(=O)F)C(=O)F.c1ccncc1.c1ccncc1.c1ccncc1.c1ccncc1
**Total charge**: 0

Geometry (Å):
B: -0.442 -4.669 3.200
N: -0.331 -3.195 2.857
C: 1.016 -2.605 3.211
O: 1.994 -2.606 2.264
F: 1.366 -1.957 4.515
C: -1.490 -2.378 3.384
O: -2.640 -2.913 3.880
F: -1.467 -0.868 3.350
H: -0.757 -5.401 2.314
H: -0.311 -5.157 4.261
N: -0.621 -0.049 0.159
C: -0.647 0.646 -0.999
C: 0.257 0.457 -2.032
C: 1.253 -0.500 -1.868
C: 1.307 -1.231 -0.686
C: 0.356 -0.973 0.288
H: -1.440 1.384 -1.078
H: 0.187 1.043 -2.942
H: 1.981 -0.675 -2.655
H: 2.071 -1.984 -0.527
H: 0.354 -1.519 1.227
N: 4.076 -3.166 8.439
C: 3.346 -2.721 7.393
C: 3.301 -1.395 6.993
C: 4.048 -0.466 7.710
C: 4.809 -0.894 8.793
C: 4.792 -2.241 9.114
H: 2.778 -3.484 6.868
H: 2.699 -1.095 6.143
H: 4.037 0.582 7.426
H: 5.401 -0.194 9.372
H: 5.372 -2.625 9.949
N: -3.724 -1.507 -4.330
C: -4.454 -1.062 -5.376
C: -4.499 0.264 -5.776
C: -3.752 1.193 -5.059
C: -2.991 0.766 -3.976
C: -3.008 -0.582 -3.654
H: -5.022 -1.824 -5.901
H: -5.101 0.565 -6.625
H: -3.763 2.242 -5.342
H: -2.399 1.465 -3.397
H: -2.428 -0.965 -2.820
N: -0.514 3.675 -4.080
C: -0.381 4.998 -3.842
C: -0.367 5.962 -4.838
C: -0.492 5.546 -6.159
C: -0.628 4.190 -6.436
C: -0.635 3.302 -5.372
H: -0.284 5.273 -2.796
H: -0.260 7.012 -4.589
H: -0.483 6.273 -6.966
H: -0.727 3.833 -7.455
H: -0.743 2.233 -5.537

***

The following is a DFT calculation (ωB97M-V/def2-TZVPD) of a cluster of 8 separate species, C22H22Br2Cl14F10N2O2S in total.

**HOMO-LUMO gap**: 0.310 Eh
**Spin multiplicity**: 1
**SMILES string**: O=S(=O)(c1cnc2cc(CC[C@](F)(Br)C(F)(F)Br)ccc2n1)C(F)(F)C(F)(F)C(F)(F)F.ClCCl.ClCCl.ClCCl.ClCCl.ClCCl.ClCCl.ClCCl
**Total charge**: 0

Geometry (Å):
O: 0.381 -2.881 1.814
S: 0.652 -2.150 0.617
O: 1.680 -2.729 -0.207
C: 1.132 -0.437 0.946
C: 2.098 0.073 0.056
N: 2.547 1.294 0.131
C: 2.011 2.022 1.144
C: 2.432 3.364 1.274
C: 1.957 4.184 2.251
C: 2.418 5.625 2.296
C: 1.416 6.520 1.512
C: 1.987 7.132 0.233
F: 3.321 7.319 0.295
Br: 1.209 8.937 0.039
C: 1.619 6.302 -1.072
F: 0.953 7.025 -1.971
F: 0.906 5.214 -0.770
Br: 3.236 5.687 -2.003
C: 1.039 3.650 3.197
C: 0.605 2.360 3.115
C: 1.066 1.492 2.068
N: 0.606 0.214 1.953
C: -0.881 -2.073 -0.485
F: -1.849 -2.865 -0.043
F: -1.333 -0.797 -0.425
C: -0.547 -2.335 -1.973
F: 0.434 -1.521 -2.378
F: -0.200 -3.624 -2.123
C: -1.755 -2.094 -2.927
F: -2.770 -2.891 -2.584
F: -1.350 -2.484 -4.153
F: -2.105 -0.830 -3.029
H: 2.470 -0.563 -0.739
H: 3.160 3.739 0.563
H: 3.421 5.641 1.874
H: 2.485 5.984 3.322
H: 1.156 7.354 2.162
H: 0.479 5.999 1.335
H: 0.674 4.274 4.006
H: -0.107 2.028 3.891
C: -4.555 -2.931 -5.088
Cl: -4.284 -1.477 -6.048
Cl: -6.218 -3.512 -5.221
H: -3.884 -3.710 -5.430
H: -4.357 -2.693 -4.054
C: 4.073 -3.783 -2.116
Cl: 5.438 -3.423 -1.047
Cl: 4.104 -2.778 -3.571
H: 4.127 -4.824 -2.410
H: 3.153 -3.589 -1.579
C: -6.354 -1.511 -2.197
Cl: -7.523 -2.343 -1.166
Cl: -6.287 0.220 -1.850
H: -5.372 -1.937 -2.019
H: -6.642 -1.649 -3.233
C: -1.506 0.424 6.761
Cl: 0.006 0.685 7.635
Cl: -1.467 1.158 5.150
H: -1.665 -0.641 6.647
H: -2.317 0.870 7.325
C: -1.943 -5.943 -4.660
Cl: -3.498 -6.258 -5.449
Cl: -0.791 -7.253 -4.927
H: -1.527 -5.028 -5.066
H: -2.111 -5.840 -3.594
C: 7.447 -1.864 1.393
Cl: 8.943 -0.942 1.208
Cl: 6.315 -1.069 2.496
H: 6.972 -1.954 0.424
H: 7.689 -2.842 1.790
C: -4.577 -1.463 3.288
Cl: -2.989 -0.805 2.881
Cl: -5.472 -0.392 4.373
H: -5.149 -1.588 2.375
H: -4.440 -2.419 3.779

***

The following is a DFT calculation (ωB97M-V/def2-TZVPD) of a structure of composition C22H22Br2IrN4O5.

**HOMO-LUMO gap (spin up / spin down)**: 0.279 / 0.231 Eh
**Spin multiplicity**: 2
**Total charge**: 0
**Energy above the lowest of the compared OMol25 structures with the same formula, charge and spin**: 0.400 eV

Geometry (Å):
Ir: -0.229 0.016 0.354
Br: -0.550 -4.972 -0.666
C: -0.764 -3.505 -1.826
C: -1.183 -3.715 -3.151
C: -1.325 -2.666 -4.017
Br: -1.884 -3.007 -5.794
C: -1.063 -1.339 -3.598
C: -1.173 -0.179 -4.399
C: -0.901 1.043 -3.859
C: -0.530 1.146 -2.506
N: -0.407 0.091 -1.738
C: -0.663 -1.153 -2.266
C: -0.497 -2.238 -1.356
O: -0.053 -1.953 -0.158
H: -1.387 -4.724 -3.482
H: -1.475 -0.274 -5.433
H: -0.985 1.945 -4.447
H: -0.355 2.109 -2.055
C: 4.918 -2.186 1.516
N: 3.617 -1.600 1.820
C: 3.104 -1.675 3.074
C: 1.883 -1.193 3.398
C: 1.164 -0.615 2.322
O: -0.048 -0.167 2.361
N: 1.692 -0.501 1.097
C: 2.912 -1.005 0.752
O: 3.392 -0.948 -0.358
H: 5.559 -2.110 2.391
H: 5.356 -1.642 0.686
H: 4.811 -3.232 1.228
H: 3.735 -2.161 3.806
H: 1.459 -1.275 4.385
C: 2.340 2.579 1.671
C: 0.829 2.747 1.551
C: 0.517 4.245 1.414
C: 0.206 2.039 0.346
H: 2.709 3.090 2.563
H: 2.833 3.031 0.804
H: 2.652 1.540 1.716
H: 0.344 2.398 2.468
H: 0.956 4.639 0.494
H: 0.936 4.806 2.253
H: -0.557 4.429 1.381
H: 0.850 2.241 -0.518
H: -0.777 2.458 0.125
O: -2.516 -1.686 1.537
C: -2.971 -0.695 1.028
C: -4.424 -0.259 1.067
C: -4.477 0.959 0.160
C: -3.034 1.219 -0.232
O: -2.670 2.151 -0.920
N: -2.220 0.236 0.294
H: -4.677 -0.038 2.103
H: -5.055 -1.085 0.744
H: -4.885 1.854 0.628
H: -5.040 0.785 -0.757

***

The following is a DFT calculation (ωB97M-V/def2-TZVPD) of a structure of composition C22H22BrNO4PSSe2W.

**HOMO-LUMO gap (spin up / spin down)**: 0.244 / 0.244 Eh
**Spin multiplicity**: 1
**Total charge**: -1
**Energy above the lowest of the compared OMol25 structures with the same formula, charge and spin**: 0.370 eV

Geometry (Å):
W: -2.331 0.572 1.263
C: 3.966 3.437 -1.407
C: 2.804 3.348 -0.456
C: 2.055 4.479 -0.144
C: 0.944 4.388 0.676
C: 0.571 3.152 1.183
C: 1.321 2.017 0.907
C: 2.437 2.125 0.096
S: -0.893 3.005 2.168
O: -1.021 4.238 2.891
O: -0.750 1.754 2.918
N: -2.161 2.694 1.219
C: -2.093 3.197 -0.155
C: -1.244 2.217 -0.975
O: -0.683 2.504 -2.008
O: -1.196 1.057 -0.371
H: 4.468 4.402 -1.336
H: 3.620 3.317 -2.436
H: 4.697 2.651 -1.210
H: 2.341 5.441 -0.554
H: 0.366 5.267 0.931
H: 1.026 1.059 1.315
H: 3.014 1.237 -0.129
H: -1.698 4.210 -0.227
H: -3.101 3.188 -0.572
Se: -4.177 0.083 0.117
P: -1.141 -2.026 -0.249
Se: -1.098 -1.514 1.916
C: -1.176 -3.857 -0.144
C: -0.425 -4.637 -1.023
C: -0.567 -6.018 -1.041
C: -1.463 -6.640 -0.185
C: -2.219 -5.870 0.689
C: -2.079 -4.492 0.710
C: 0.586 -1.726 -0.762
C: 1.705 -2.266 -0.127
C: 2.977 -2.004 -0.608
C: 3.140 -1.194 -1.729
C: 2.036 -0.636 -2.351
C: 0.759 -0.897 -1.868
H: 0.278 -4.163 -1.697
H: 0.028 -6.608 -1.728
H: -1.572 -7.717 -0.198
H: -2.923 -6.346 1.362
H: -2.668 -3.900 1.398
H: 1.571 -2.893 0.747
H: 3.842 -2.429 -0.113
H: 4.136 -0.990 -2.107
H: 2.160 0.018 -3.205
H: -0.107 -0.440 -2.332
Br: -3.880 0.285 -2.487
C: -3.427 0.973 3.084
H: -3.087 1.849 3.631
H: -3.154 0.096 3.692
H: -4.514 1.001 3.021

***

The following is a DFT calculation (ωB97M-V/def2-TZVPD) of a structure of composition C22H22CdF10N3O6S2.

**HOMO-LUMO gap**: 0.275 Eh
**Spin multiplicity**: 1
**Total charge**: -1
**Energy above the lowest of the compared OMol25 structures with the same formula, charge and spin**: 0.034 eV

Geometry (Å):
Cd: -0.096 -0.300 0.477
C: -2.363 1.153 2.569
N: -1.925 1.219 1.178
C: -1.680 2.607 0.795
C: -2.900 0.597 0.280
C: -3.128 -0.880 0.583
N: -1.861 -1.577 0.676
C: -1.825 -2.899 0.895
C: -0.564 -3.545 0.996
F: 0.549 -2.783 0.866
C: -0.409 -4.888 1.216
F: 0.836 -5.393 1.292
C: -1.494 -5.737 1.365
C: -2.735 -5.144 1.277
F: -3.839 -5.909 1.413
C: -2.911 -3.794 1.055
F: -4.192 -3.346 0.993
H: -3.362 1.601 2.686
H: -1.656 1.695 3.193
H: -2.391 0.120 2.908
H: -2.596 3.210 0.896
H: -1.320 2.649 -0.231
H: -0.911 3.026 1.444
H: -2.516 0.706 -0.740
H: -3.865 1.126 0.332
H: -3.763 -1.272 -0.219
H: -3.715 -0.970 1.504
H: -1.375 -6.795 1.538
F: 1.848 -1.042 5.333
C: 1.390 0.204 5.272
F: 2.192 0.995 5.983
F: 0.170 0.238 5.819
S: 1.269 0.782 3.530
O: 0.396 -0.190 2.910
O: 0.789 2.130 3.621
N: 2.776 0.657 3.129
S: 3.295 0.304 1.692
O: 4.595 -0.281 1.749
O: 2.309 -0.310 0.830
C: 3.544 1.976 0.950
F: 3.875 1.859 -0.336
F: 2.428 2.691 1.046
F: 4.523 2.624 1.585
C: 3.550 2.780 -6.508
C: 2.842 2.199 -5.313
C: 3.410 1.166 -4.582
C: 2.783 0.628 -3.463
C: 3.440 -0.502 -2.714
C: 1.557 1.167 -3.059
C: 0.971 2.215 -3.770
C: -0.345 2.815 -3.348
C: 1.618 2.705 -4.899
C: 0.876 0.611 -1.839
O: 0.559 1.421 -0.916
O: 0.657 -0.617 -1.759
H: 4.132 2.020 -7.031
H: 4.241 3.569 -6.202
H: 2.844 3.216 -7.214
H: 4.369 0.761 -4.889
H: 4.478 -0.608 -3.028
H: 2.914 -1.439 -2.896
H: 3.415 -0.343 -1.636
H: -1.069 2.043 -3.085
H: -0.761 3.423 -4.152
H: -0.216 3.442 -2.464
H: 1.153 3.506 -5.466

***

The following is a DFT calculation (ωB97M-V/def2-TZVPD) of a structure of composition C22H22Cl5DyI2N5O4PS2Te.

**HOMO-LUMO gap (spin up / spin down)**: 0.284 / 0.285 Eh
**Spin multiplicity**: 6
**Total charge**: 0

Geometry (Å):
Dy: 1.365 -0.024 -0.252
Cl: -1.293 -6.022 3.348
C: -0.358 -4.778 2.619
C: -0.984 -3.737 1.943
Cl: -2.694 -3.690 1.805
C: -0.220 -2.731 1.389
Cl: -0.920 -1.431 0.521
C: 1.190 -2.694 1.455
O: 1.852 -1.738 0.922
C: 1.791 -3.777 2.142
Cl: 3.507 -3.827 2.209
C: 1.036 -4.790 2.706
Cl: 1.810 -6.097 3.503
S: -1.118 2.370 3.662
C: -1.136 3.891 2.870
C: -0.026 4.100 2.115
C: 0.855 3.001 2.165
C: 0.423 1.977 2.972
C: 1.125 0.762 3.324
C: 0.788 0.031 4.468
C: 1.615 -1.007 4.850
C: 2.761 -1.265 4.111
C: 2.998 -0.521 2.967
N: 2.175 0.436 2.554
H: -1.979 4.540 3.001
H: 0.174 4.981 1.531
H: -0.078 0.306 5.053
H: 1.397 -1.592 5.732
H: 3.447 -2.036 4.413
H: 3.881 -0.674 2.360
C: 0.566 -0.653 -5.792
C: 0.842 -1.827 -4.939
N: 1.273 -2.986 -5.316
N: 1.376 -3.742 -4.197
C: 1.026 -3.050 -3.089
S: 0.929 -3.487 -1.507
N: 0.671 -1.814 -3.578
N: 0.193 -0.787 -2.764
H: 0.817 -0.895 -6.819
H: 1.167 0.197 -5.466
H: -0.488 -0.380 -5.739
H: 1.733 -4.682 -4.230
H: 0.195 0.098 -3.308
H: -0.783 -0.985 -2.502
I: 2.586 2.916 0.981
I: 3.953 -0.185 -1.546
C: -3.622 -0.327 -1.460
C: -3.047 1.067 -1.280
O: -1.700 1.102 -1.756
P: -0.574 2.022 -0.977
O: -0.170 1.302 0.280
Te: 1.045 2.478 -2.604
O: -1.401 3.286 -0.440
C: -1.868 4.289 -1.332
C: -1.498 5.655 -0.785
H: -4.699 -0.299 -1.313
H: -3.183 -1.018 -0.743
H: -3.422 -0.693 -2.465
H: -3.070 1.361 -0.225
H: -3.618 1.795 -1.866
H: -2.957 4.185 -1.407
H: -1.417 4.134 -2.322
H: -1.842 5.738 0.243
H: -1.973 6.427 -1.380
H: -0.420 5.794 -0.817

***

The following is a DFT calculation (ωB97M-V/def2-TZVPD) of a structure of composition C22H22ClF3N2O2OsS2Si.

**HOMO-LUMO gap (spin up / spin down)**: 0.266 / 0.247 Eh
**Spin multiplicity**: 5
**Total charge**: 0
**Energy above the lowest of the compared OMol25 structures with the same formula, charge and spin**: 0.000 eV

Geometry (Å):
Os: -0.673 0.075 -0.261
F: -3.912 4.078 -2.588
C: -3.088 4.658 -1.706
F: -3.694 4.647 -0.515
F: -2.968 5.952 -2.072
C: -1.739 3.988 -1.667
C: -0.631 4.668 -2.113
C: 0.629 4.066 -2.081
C: 0.717 2.795 -1.580
N: -0.356 2.121 -1.141
C: -1.597 2.663 -1.191
S: -2.840 1.618 -0.671
H: -0.741 5.678 -2.483
H: 1.511 4.579 -2.438
H: 1.666 2.282 -1.520
O: -2.234 -1.711 -3.600
C: -1.620 -1.792 -2.569
O: -0.974 -0.759 -2.045
C: -1.482 -3.107 -1.850
C: -1.785 -4.241 -2.603
C: -1.657 -5.514 -2.080
C: -1.223 -5.672 -0.770
C: -0.927 -4.561 -0.004
C: -1.052 -3.270 -0.531
S: -0.674 -2.011 0.659
H: -2.129 -4.084 -3.616
H: -1.892 -6.378 -2.689
H: -1.120 -6.663 -0.343
H: -0.597 -4.674 1.022
Cl: 5.235 0.859 1.037
C: 4.077 0.243 -0.087
C: 4.478 -0.440 -1.220
C: 3.505 -0.913 -2.084
C: 2.172 -0.687 -1.784
N: 1.802 -0.023 -0.686
C: 2.730 0.434 0.152
H: 5.531 -0.603 -1.414
H: 3.773 -1.453 -2.982
H: 1.373 -1.039 -2.426
H: 2.391 0.957 1.038
C: 0.048 1.552 4.485
Si: -0.040 0.142 3.262
C: 1.628 -0.706 3.194
C: -1.362 -1.022 3.871
C: -0.436 0.951 1.613
H: 0.404 1.193 5.459
H: -0.941 1.998 4.633
H: 0.729 2.340 4.147
H: 1.702 -1.478 3.966
H: 2.440 0.012 3.359
H: 1.784 -1.192 2.226
H: -1.324 -1.054 4.965
H: -1.234 -2.039 3.490
H: -2.360 -0.678 3.578
H: 0.342 1.716 1.465
H: -1.366 1.502 1.792

***

The following is a DFT calculation (ωB97M-V/def2-TZVPD) of an isolated molecule of C22H22ClN3O6S.

**HOMO-LUMO gap**: 0.326 Eh
**Spin multiplicity**: 1
**SMILES string**: COc1ccc(Cl)cc1N(CC(=O)Nc1ccccc1C(=O)NCc1ccco1)S(C)(=O)=O
**Total charge**: 0
**Energy above the lowest of the compared OMol25 structures with the same formula, charge and spin**: 0.000 eV

Geometry (Å):
C: -1.180 -5.461 1.349
H: -1.051 -5.463 2.435
H: -0.487 -6.171 0.902
H: -2.205 -5.753 1.099
O: -0.849 -4.208 0.793
C: -1.524 -3.108 1.217
C: -2.605 -3.138 2.088
C: -3.269 -1.977 2.447
C: -2.841 -0.768 1.934
C: -1.751 -0.706 1.080
C: -1.086 -1.865 0.715
N: 0.024 -1.832 -0.154
S: 0.082 -0.663 -1.357
O: -0.057 0.684 -0.870
O: 1.240 -0.955 -2.140
C: -1.401 -1.097 -2.285
H: -2.254 -1.010 -1.625
H: -1.482 -0.403 -3.113
H: -1.274 -2.112 -2.635
C: 1.304 -2.249 0.409
C: 1.534 -1.321 1.604
O: 1.244 -1.645 2.736
N: 1.934 -0.091 1.202
C: 1.720 1.131 1.832
C: 1.341 1.224 3.169
C: 1.095 2.459 3.737
C: 1.225 3.616 2.986
C: 1.584 3.531 1.654
C: 1.826 2.298 1.056
C: 2.219 2.204 -0.376
O: 3.026 1.378 -0.782
N: 1.679 3.144 -1.183
H: 0.852 3.626 -0.866
C: 1.890 3.103 -2.616
C: 0.710 2.557 -3.349
C: 0.563 1.454 -4.134
C: -0.784 1.463 -4.577
C: -1.353 2.566 -4.021
O: -0.457 3.236 -3.278
H: -2.345 2.970 -4.076
H: -1.252 0.760 -5.236
H: 1.312 0.722 -4.352
H: 2.110 4.121 -2.962
H: 2.751 2.455 -2.793
H: 1.702 4.435 1.074
H: 1.048 4.581 3.437
H: 0.808 2.518 4.776
H: 1.241 0.322 3.749
H: 2.274 0.017 0.246
H: 1.231 -3.288 0.731
H: 2.049 -2.135 -0.376
H: -1.403 0.244 0.709
Cl: -3.649 0.693 2.368
H: -4.107 -2.018 3.123
H: -2.950 -4.074 2.497

***

no.,strongest force on any atom (Eh/bohr),electronic energy (Ha)
1,0.1994,-1500.1886
2,0.0401,-14099.0148
3,0.0159,-6699.2177
4,0.0156,-9390.9215
5,0.0046,-3430.1690
6,0.0587,-6613.6755
7,0.0078,-3047.9001
8,0.0229,-2325.6439